No. 1
ORCA calculation (the ωB97M-V functional and the def2-TZVPD basis) on a molecular structure, C21H35F6HfN3O5P2SSb.

```
75
Properties=species:S:1:pos:R:3:forces:R:3
Hf -0.820421 -0.687507 -1.785068 -1.5367 0.8619 0.6620
C 2.898601 -0.003517 -3.017730 -0.3403 -0.1148 -0.1246
P 2.135156 0.135051 -1.369273 1.1213 0.3957 -0.1255
C 3.040669 -1.009043 -0.318426 -0.3369 -0.0082 0.1887
C 2.449923 1.818196 -0.807061 -0.1897 -0.0994 0.1004
C 3.540310 2.173941 -0.020277 -0.0137 -0.0517 -0.0188
C 3.751430 3.515402 0.272269 0.0553 -0.0116 0.0394
C 2.882776 4.483454 -0.206324 -0.0597 0.0311 -0.0176
C 1.779618 4.125782 -0.978308 0.0565 -0.0147 0.0300
C 1.555227 2.787314 -1.266991 -0.0676 -0.0328 -0.0486
P 0.128170 2.182603 -2.226593 0.2869 0.4415 0.0395
C -1.196763 3.400262 -1.931203 -0.0335 -0.1729 0.1130
C 0.561033 2.503338 -3.965777 -0.1753 -0.2307 -0.0219
H 3.875256 -0.470024 -2.883277 0.0381 0.0319 0.0278
H 3.017893 0.980585 -3.464867 0.0223 0.0126 0.0510
H 2.297873 -0.632932 -3.674324 0.0186 -0.0095 0.0414
H 4.079616 -0.671825 -0.301490 0.0036 -0.0080 -0.0182
H 2.991443 -2.002627 -0.754202 0.0085 -0.0238 -0.0431
H 2.623472 -1.032524 0.687294 -0.0125 -0.0105 0.0393
H 4.217947 1.425073 0.370286 -0.0255 0.0627 -0.0176
H 4.595916 3.798041 0.888414 -0.0511 0.0056 -0.0258
H 3.044089 5.525533 0.038235 0.0210 -0.0317 -0.0093
H 1.102629 4.894443 -1.329921 0.0165 -0.0088 0.0301
H -1.428724 3.488182 -0.869877 0.0016 0.0006 -0.0349
H -2.089812 3.085132 -2.469213 0.0331 0.0469 -0.0004
H -0.881507 4.366892 -2.325401 0.0029 0.0224 0.0159
H 1.201801 3.382769 -4.011455 -0.0149 0.0616 -0.0079
H -0.355479 2.687132 -4.528382 0.0303 -0.0103 0.0022
H 1.059676 1.649687 -4.416205 0.0225 0.0211 0.0191
C -3.239502 -1.085372 -4.397412 -0.0356 -0.1886 -0.0326
O -3.730234 -0.228467 -3.327649 0.0838 0.1596 -0.3837
C -2.998448 0.278200 -2.413184 -0.3489 -0.3229 0.0632
C -3.871650 1.179301 -1.605304 -0.0307 0.2054 -0.0059
H -3.445985 -2.113300 -4.121831 -0.0118 -0.0308 0.1056
H -2.182867 -0.933500 -4.572045 0.0985 0.0898 0.0597
H -3.820753 -0.824338 -5.274063 -0.0459 0.1062 0.0154
H -4.793935 0.655288 -1.339767 0.0297 -0.0035 0.0084
H -4.187718 2.010689 -2.248511 0.0126 -0.0737 0.0156
H -3.385833 1.570529 -0.722653 0.0344 0.0100 0.0491
F -0.287207 -0.222680 -3.545162 0.4128 0.1347 -1.3419
Sb -0.275898 -3.714667 -1.615708 0.5582 0.1186 -1.3036
F 0.022853 -1.561919 -0.210289 0.4008 -0.3840 0.5926
F -2.229191 -1.963984 -1.161078 -0.2030 0.0100 0.1654
F 0.537126 -4.678513 -2.996864 0.0693 -0.4495 0.1497
F -1.141499 -2.677140 -3.094341 -0.0558 -0.2934 0.5800
F 0.983465 -2.224021 -2.233093 -0.1287 -0.3397 0.4447
C 0.822662 -3.580173 5.823123 0.0850 -0.0548 -0.0570
C 1.529580 -2.708322 4.787717 -0.2288 -0.1870 0.0094
S 0.777298 -2.757327 3.175983 -0.0014 0.1772 -0.2126
O 0.852280 -4.078282 2.605396 -0.0301 0.0116 0.1839
O 1.325561 -1.661952 2.403871 -0.0331 0.2299 0.0844
C -0.979927 -2.464046 3.430759 0.1728 0.1645 -0.0816
C -1.475103 -1.030822 3.650492 0.2362 -0.0623 -0.1041
N -1.300281 -0.168017 2.463738 -0.0137 -0.1718 0.1884
C -2.029490 -0.311520 1.341008 -0.1850 -0.0600 -0.2087
N -1.559099 0.452926 0.346589 0.4594 0.1569 0.1350
C -0.507319 1.152393 0.897837 -0.1487 0.0985 -0.0820
C -0.336647 0.777149 2.182157 0.0953 -0.1925 0.0284
N 0.700152 1.243985 3.064923 0.1945 -0.2387 0.1363
O 0.651107 0.923341 4.237568 -0.0385 0.0867 -0.2496
O 1.571367 1.916145 2.547259 -0.2401 -0.0458 0.0871
C -3.258127 -1.150839 1.289660 0.0815 -0.0503 0.0277
H 1.467928 -3.708727 6.690643 0.0062 0.0351 -0.0196
H 0.611276 -4.573992 5.422951 0.0143 0.0604 0.0150
H -0.104707 -3.128470 6.176041 0.0259 -0.0037 -0.0174
H 2.544150 -3.060989 4.588690 0.0043 0.0624 -0.0159
H 1.567516 -1.652366 5.055289 0.0470 0.0139 0.0566
H -1.249299 -3.094500 4.279446 -0.1870 0.0415 -0.0983
H -1.411740 -2.894068 2.527229 -0.0347 -0.0872 0.0646
H -0.991254 -0.550061 4.490069 0.0275 0.0489 0.0514
H -2.541973 -1.080325 3.849793 -0.0635 0.0562 0.0886
H 0.048979 1.918026 0.389611 0.0428 -0.0746 -0.0007
H -3.905838 -0.924357 2.137881 0.0170 0.0415 -0.0060
H -3.028247 -2.215642 1.314033 -0.0220 0.0227 -0.0362
H -3.801346 -0.954086 0.374320 -0.0042 0.0164 -0.0343
```
Positions in Å, forces in eV/Å.

* ⟨S²⟩: 0.756
* energy: -90603.7750 eV
* ΔE to the lowest compared entry with this formula, charge and spin: 0.000 eV
* charge: +2
* gap between HOMO and LUMO (alpha / beta): 8.79 / 5.96 eV
* spin multiplicity: 2
* lowest unoccupied orbital energy (alpha / beta): -0.223 / -0.334 Ha

No. 2
ORCA calculation (the ωB97M-V functional and the def2-TZVPD basis) on a gas-phase ion, C5H13N2 (charge +1).

```
20
Properties=species:S:1:pos:R:3:forces:R:3
C 0.314205 -0.442654 -1.841662 -1.6327 0.7308 -0.0503
C -1.192159 -0.384595 -1.469632 0.4301 -0.2539 -1.6215
C -1.434900 0.390185 -0.233413 1.6838 1.9520 2.2502
C -0.765697 -0.325483 1.095279 -3.0618 -3.0317 -2.3069
N 1.646897 1.400668 1.227293 -2.5414 3.3969 -1.1680
C 1.749388 0.131052 1.400442 -4.7699 -1.7812 -0.3320
N 0.639133 -0.704140 1.256971 3.1422 3.1885 0.0213
H 0.914862 -0.325878 -0.969406 0.4910 -0.3137 0.4317
H 0.584372 0.408755 -2.475600 -0.0734 -0.5368 -0.3302
H 0.405602 -1.412137 -2.266054 1.0472 -0.5266 -0.8219
H -1.598766 -1.406740 -1.218044 0.4662 0.7682 -0.6135
H -1.760612 -0.003615 -2.392867 0.5427 -0.4910 1.5930
H -2.519406 0.325234 -0.128336 0.0908 0.6253 0.9489
H -1.051222 1.524615 -0.168606 -1.1320 -2.2284 -0.7614
H -1.150829 0.160166 1.979288 0.1800 0.1152 0.3297
H -1.294570 -1.434710 0.987772 1.2429 2.8177 0.8133
H 0.800845 1.853457 0.711692 1.7556 -1.4904 1.3915
H 2.169502 2.117016 1.730361 0.5436 -0.6486 -0.3637
H 2.667059 -0.233347 1.723272 1.4108 -1.0941 0.5552
H 0.876294 -1.637848 1.051248 0.1842 -1.1982 0.0345
```
Positions in Å, forces in eV/Å.

* energy: -8368.1546 eV
* ΔE to the lowest compared entry with this formula, charge and spin: 2.656 eV
* SMILES: CCCC/[NH+]=C\N
* charge: +1
* gap between HOMO and LUMO: 10.24 eV
* spin multiplicity: 1
* lowest unoccupied orbital energy: -0.153 Ha